--- a ---
The following is a quantum chemistry calculation of 11 unconnected molecules or ions with the total composition C56H145N11O17, from the Open Molecules 2025 dataset.

Calculated values
- E_LUMO: 0.48 eV
- HOMO: -8.5 eV
- SMILES: COC[C@H](C)N.COC[C@H](C)N.COC[C@H](C)N.COC[C@H](C)N.COC[C@H](C)N.COCCNCCOC.COCCNCCOC.COCCNCCOC.COCCNCCOC.COCCNCCOC.COCCNCCOC
- Molecular weight: 1244.836 g/mol
- Net charge: 0
- Orbital gap: 8.94 eV
- Spin multiplicity: 1

XYZ file:
```
229
Properties=species:S:1:pos:R:3:lowdin_charge:R:1
H -11.16 -31.32 1.50 0.08
H 2.02 -36.47 3.21 0.11
O 1.62 -31.98 -1.93 -0.18
H -5.30 -25.55 1.98 0.13
H -4.06 -32.24 3.70 0.08
H 2.18 -32.70 -3.74 0.09
O -7.42 -29.56 3.42 -0.23
H -4.33 -26.31 -7.33 0.11
H -0.36 -24.88 6.42 0.08
C -2.32 -34.53 -7.20 -0.20
O -0.50 -24.29 -9.35 -0.19
H -2.30 -32.95 -4.78 0.02
H -2.84 -35.41 -3.87 0.07
H -8.86 -32.88 -0.35 0.13
H -6.08 -30.24 -0.29 0.04
C -1.32 -26.81 5.25 -0.22
C -2.96 -30.71 -3.75 -0.38
H -9.92 -30.08 -6.52 0.13
H -2.98 -30.42 -1.66 0.13
H -7.63 -31.27 4.63 0.09
H -7.34 -29.94 -6.04 0.06
H -1.61 -23.78 6.15 0.09
H -12.87 -31.47 -6.99 0.08
O 3.44 -33.11 3.23 -0.19
H -6.22 -27.89 -5.38 0.12
H -0.52 -22.27 -9.06 0.09
C -3.30 -25.04 -5.11 -0.20
H 1.30 -32.01 2.47 0.11
C -6.51 -27.43 3.52 -0.21
C -3.13 -29.92 2.60 -0.19
H -6.38 -31.20 -6.52 0.06
H -0.06 -29.02 -8.35 0.12
C -4.27 -29.04 -10.92 -0.40
H -2.39 -33.25 -0.27 0.07
H 1.42 -31.02 -3.81 0.09
H -2.40 -23.59 -3.77 0.12
H -7.41 -31.48 -5.15 0.07
C -7.51 -31.45 -2.15 -0.06
H -9.04 -30.29 4.58 0.09
N -1.47 -29.04 4.25 -0.06
C -2.22 -36.67 -8.27 -0.10
H 5.23 -34.15 2.70 0.09
C -5.50 -28.00 -1.74 -0.11
H -5.59 -28.00 3.72 0.10
H -4.25 -35.71 2.37 0.09
C -3.00 -35.49 -4.95 -0.06
H -5.46 -32.28 2.55 0.09
H -5.92 -30.39 -10.65 0.12
H -4.57 -30.89 -2.32 0.10
C -4.70 -26.67 -6.36 -0.22
C -2.23 -27.82 4.55 -0.21
H 4.25 -39.36 2.40 0.09
H -0.32 -26.84 4.81 0.12
H -11.92 -32.47 -5.91 0.08
O -3.63 -24.77 -2.61 -0.20
C -0.85 -26.63 -9.45 -0.19
H 2.93 -34.44 1.76 0.10
C -4.96 -30.14 -10.15 -0.25
H 3.47 -32.84 1.27 0.13
O -3.03 -35.66 -7.68 -0.22
C -5.36 -26.60 0.11 -0.22
H -5.12 -30.98 3.79 0.08
C -4.85 -32.27 -9.26 -0.11
H -6.05 -28.06 -7.17 0.11
H -3.10 -33.76 -7.26 0.10
H 5.11 -33.56 4.36 0.09
H -8.81 -31.25 -9.13 0.08
H -2.20 -26.21 -2.86 0.07
H -3.93 -30.07 -12.59 0.07
C -1.88 -34.77 -5.75 -0.41
O -4.14 -31.28 -9.99 -0.16
N -3.74 -31.41 -4.79 0.06
C -3.33 -24.15 -3.85 -0.22
H 2.92 -37.72 0.70 0.11
H -1.45 -34.24 -7.81 0.13
H -5.46 -29.33 -12.59 0.06
C -2.31 -30.17 3.87 -0.21
H -3.92 -29.17 2.67 0.09
H -6.31 -26.15 -0.20 0.13
H -3.02 -36.55 -5.20 0.07
H -1.02 -31.50 -7.10 0.08
H -0.99 -28.84 3.37 0.10
C -2.50 -25.47 -2.11 -0.09
H 0.04 -29.42 -6.70 0.12
H -8.86 -31.73 1.02 0.09
H 4.07 -34.92 3.73 0.07
H -8.51 -31.16 3.08 0.07
H -1.24 -27.30 -6.14 0.09
H -1.33 -36.21 0.00 0.13
H -1.72 -22.79 -10.21 0.09
H -2.83 -37.57 -8.30 0.09
N -6.65 -27.20 2.09 -0.02
C -1.01 -24.52 5.61 -0.13
H -7.12 -32.47 -2.26 0.09
H -6.78 -30.74 -2.55 0.05
H -2.85 -28.50 -3.21 0.06
H -2.22 -25.10 -10.16 0.12
H -4.85 -27.44 -9.54 0.06
C -0.71 -23.00 -9.85 -0.14
H -1.68 -24.75 -1.99 0.09
O -1.85 -29.61 -7.40 -0.18
C 3.49 -39.46 3.18 -0.14
N -8.15 -30.94 -8.42 0.05
N -4.47 -29.24 -12.39 0.03
C -1.75 -30.97 -7.73 -0.12
H -0.03 -22.74 -10.67 0.09
H -4.30 -33.20 -9.18 0.08
H -3.13 -24.38 -5.96 0.12
H -8.23 -32.60 -7.24 0.14
O -2.50 -36.30 1.66 -0.18
C -3.49 -35.31 1.70 -0.11
H 4.04 -39.91 4.00 0.09
H -3.21 -29.15 -10.71 0.13
O -10.25 -31.36 -0.45 -0.18
C -5.41 -26.58 1.64 -0.22
C 1.46 -32.01 -3.33 -0.10
H 0.82 -36.95 -0.04 0.10
H -8.20 -29.93 -0.82 0.14
O -3.83 -31.07 2.09 -0.23
H 1.92 -31.06 0.31 0.12
H -6.48 -26.51 4.11 0.13
O -1.87 -25.51 5.12 -0.19
H -1.67 -31.05 3.78 0.12
H -5.83 -32.51 -9.69 0.09
H -1.34 -31.14 -8.73 0.10
H -0.66 -25.32 -11.09 0.13
C -8.45 -31.53 -7.11 -0.42
H -4.71 -25.88 -0.40 0.10
H -2.51 -27.29 3.63 0.11
C -11.20 -31.75 0.50 -0.14
H -7.28 -31.20 -8.86 0.02
H -3.48 -31.97 -0.10 0.07
H -1.31 -27.10 6.30 0.13
H -10.01 -31.45 -5.61 0.12
H -0.95 -34.90 1.15 0.10
N -4.55 -25.74 -5.26 -0.04
H -4.48 -27.06 1.98 0.10
H -11.25 -32.85 0.52 0.09
H -2.01 -36.33 -9.30 0.09
O 2.95 -38.25 3.67 -0.19
H -3.20 -28.03 5.01 0.12
C -12.02 -32.17 -6.96 -0.10
C -8.34 -27.03 -6.56 -0.13
H -4.09 -33.54 -0.80 0.08
H -3.92 -34.96 -5.19 0.08
H -4.73 -31.24 -4.65 0.06
H -1.99 -25.96 -7.78 0.09
H -1.27 -36.86 -7.77 0.09
H -3.98 -28.85 -4.35 0.06
H -8.39 -27.87 -7.26 0.08
N -6.67 -30.97 0.10 0.07
H -7.56 -28.49 5.15 0.12
O -10.88 -31.56 -7.52 -0.17
H -2.72 -31.46 -7.65 0.05
H -8.61 -27.91 3.89 0.13
C 0.53 -31.37 -1.28 -0.24
H 0.38 -30.36 -1.69 0.12
H -0.44 -31.86 -1.39 0.11
H -1.14 -33.82 -4.21 0.06
C 2.06 -37.70 1.39 -0.21
H -2.26 -28.96 -4.80 0.06
N -1.52 -33.51 -5.10 0.05
C -1.26 -35.94 1.06 -0.21
H -3.08 -34.35 2.05 0.08
C -0.74 -27.43 -7.10 -0.21
O -7.08 -26.42 -6.54 -0.18
H -0.54 -37.85 1.87 0.12
H -2.70 -25.96 -1.16 0.08
C 1.35 -32.99 1.97 -0.21
C -2.99 -29.20 -4.03 -0.05
H -1.93 -31.07 -3.77 0.12
C 2.81 -33.37 1.97 -0.21
H -5.39 -25.16 -5.24 0.12
H -6.69 -28.08 1.58 0.10
H -4.94 -31.92 -8.23 0.07
H -4.93 -28.72 -2.32 0.05
H -6.01 -27.78 -10.91 0.08
C -1.15 -25.31 -10.11 -0.21
C -3.28 -32.82 -0.75 -0.08
H 0.04 -36.53 2.74 0.11
C -7.39 -31.03 -6.15 -0.06
C -8.20 -30.60 3.96 -0.11
C -0.63 -28.93 -7.42 -0.25
H 0.48 -32.43 -3.60 0.06
H -3.56 -31.08 -5.74 0.05
C -7.61 -28.31 4.07 -0.21
H -6.86 -30.52 1.00 0.05
H 0.21 -26.85 -9.34 0.12
H -8.38 -31.42 -2.81 0.07
H -5.43 -29.80 -9.21 0.11
H 2.73 -40.16 2.83 0.08
C -8.95 -31.83 -0.07 -0.18
C -4.71 -31.66 3.03 -0.12
O -5.26 -27.92 -0.36 -0.18
C -7.88 -30.98 -0.75 -0.41
H 0.79 -33.60 2.68 0.11
O -3.11 -32.41 -2.11 -0.19
H 1.26 -33.28 -0.06 0.10
H -9.10 -26.33 -6.91 0.09
H -5.38 -27.01 -2.19 0.09
H -2.49 -25.77 -5.01 0.10
C 2.65 -37.22 2.74 -0.20
H -4.16 -23.46 -4.02 0.12
C 0.87 -31.36 0.21 -0.19
H -4.49 -26.95 -11.21 0.07
H -3.96 -34.96 0.77 0.06
N -1.48 -26.75 -8.13 -0.05
H 0.31 -27.12 -6.97 0.12
H -6.53 -28.30 -1.99 0.09
H -2.60 -29.61 1.69 0.13
C -9.84 -31.16 -6.65 -0.21
H -12.20 -31.47 0.15 0.09
H -12.27 -33.02 -7.58 0.08
C -3.50 -31.08 -2.38 -0.21
H -2.98 -30.45 4.68 0.11
H -8.67 -27.35 -5.56 0.09
C -6.04 -27.36 -6.32 -0.23
C -0.22 -36.81 1.72 -0.20
C 4.53 -33.94 3.52 -0.12
H -1.28 -27.44 -10.06 0.11
N 1.03 -36.77 0.93 -0.07
H 3.66 -36.84 2.60 0.11
N 0.76 -32.76 0.65 -0.06
H -3.98 -27.51 -6.29 0.10
H -1.09 -35.52 -5.61 0.13
C -4.97 -27.70 -10.59 -0.05
H 0.18 -30.80 0.84 0.11
H -0.33 -24.06 4.89 0.09
H 1.82 -38.77 1.32 0.11
```



--- b ---
The following is a quantum chemistry calculation of 11 unconnected molecules or ions with the total composition C56H145N11O17, from the Open Molecules 2025 dataset.

Calculated values
- E_LUMO: 0.47 eV
- HOMO: -8.3 eV
- SMILES: COC[C@H](C)N.COC[C@H](C)N.COC[C@H](C)N.COC[C@H](C)N.COC[C@H](C)N.COCCNCCOC.COCCNCCOC.COCCNCCOC.COCCNCCOC.COCCNCCOC.COCCNCCOC
- Molecular weight: 1244.836 g/mol
- Net charge: 0
- Orbital gap: 8.80 eV
- Spin multiplicity: 1

XYZ file:
```
229
Properties=species:S:1:pos:R:3:lowdin_charge:R:1
O 1.93 15.09 12.20 -0.17
H -2.51 -5.76 -6.38 0.12
O -10.50 0.39 -7.73 -0.23
C 0.57 4.00 -9.84 -0.43
O -2.85 -3.93 -7.53 -0.19
H 1.72 1.16 -2.42 0.08
H -0.85 2.60 -8.90 0.07
C -11.19 -5.31 8.55 -0.08
H -8.11 2.66 -1.86 0.09
H -7.52 1.66 -3.91 0.11
C 0.84 0.59 0.27 -0.26
H 0.91 5.89 -9.79 0.07
H -1.24 -0.76 4.06 0.12
C 9.76 -12.20 -6.42 -0.12
H 4.45 9.97 -4.09 0.08
H 9.73 -8.26 1.87 0.12
C 8.03 -9.45 2.22 -0.22
H -8.40 4.34 12.71 0.08
C 7.48 -6.86 -5.13 -0.12
C -7.86 -7.58 -11.07 -0.08
C -5.19 2.20 14.28 -0.07
H -1.45 4.17 -8.68 0.07
C -4.58 -5.29 -6.72 -0.22
C 2.08 1.58 -1.48 -0.11
H -11.10 -3.60 12.68 0.07
C 1.31 8.79 -2.01 -0.37
C 4.76 9.96 -3.04 -0.10
H -8.69 1.90 -0.29 0.09
H -9.83 -1.19 -6.70 0.11
H 1.58 14.67 14.34 0.08
N 0.69 7.44 -2.17 0.03
C 1.31 9.16 -0.47 -0.06
C -5.73 -6.62 -8.29 -0.24
H 2.15 2.27 -11.76 0.08
H 7.07 -6.04 -5.71 0.11
H 2.70 8.64 -3.55 0.11
C -0.37 11.93 10.23 -0.23
C 2.83 8.70 -2.47 -0.21
H -1.18 -2.82 -8.37 0.08
H 2.01 9.96 -0.21 0.06
H 1.26 6.68 -1.83 0.06
C -3.56 0.68 5.15 -0.09
C 1.22 13.94 11.73 -0.24
O 9.34 -11.03 -7.04 -0.20
H 9.58 0.27 -7.74 0.13
H -6.56 -6.21 -7.71 0.12
H 6.74 -5.54 -3.15 0.09
H 8.67 2.75 -7.95 0.08
H 5.04 -6.40 6.61 0.08
H 0.60 -0.17 -0.47 0.13
N -4.60 -5.77 -8.08 -0.07
H 1.79 16.30 13.86 0.08
H -8.13 -3.98 13.46 0.07
C 0.13 4.23 -11.29 -0.16
H 9.43 -12.31 -5.38 0.08
C -1.19 9.72 7.32 -0.11
C -8.39 5.39 13.01 -0.09
H 1.76 8.26 -0.05 0.07
C 10.23 -9.98 -7.17 -0.21
C -0.28 0.80 1.22 -0.20
H 2.37 2.58 -1.82 0.08
H 8.39 -6.34 -4.80 0.11
N 1.47 5.09 -9.51 0.03
H -6.51 -5.67 -10.05 0.13
H -11.09 -5.47 11.29 0.13
H 2.45 2.82 -13.33 0.08
H -10.29 0.57 -4.47 0.10
H 11.45 -9.81 -0.12 0.07
H -8.50 -8.44 -11.24 0.09
O 3.57 9.89 -2.27 -0.20
O -1.14 10.90 8.09 -0.19
C -0.51 3.63 -8.80 -0.07
H -5.32 -4.49 -6.67 0.12
C -9.66 0.60 -5.35 -0.14
H 10.42 -8.00 -7.95 0.11
H -0.74 3.63 -11.57 0.11
C -6.21 -6.65 -9.69 -0.30
N 8.91 -7.69 -6.92 -0.12
C 11.28 -0.12 -6.57 -0.46
C 8.93 -8.65 1.24 -0.23
C -3.15 -4.88 -6.48 -0.23
H -11.43 -0.53 -6.22 0.11
C -8.05 0.23 -2.32 -0.17
H 10.18 3.40 -7.77 0.09
H -4.79 -4.97 -8.67 0.11
H 1.33 14.70 9.61 0.12
H 10.58 -10.58 1.16 0.08
H 5.71 -9.59 4.03 0.11
N 11.50 -1.39 -7.24 0.04
N -4.72 4.04 12.75 0.02
H -4.43 2.64 14.93 0.07
N 7.58 -8.68 3.35 -0.05
H 0.94 2.17 -13.06 0.08
C 7.77 -8.05 -6.15 -0.19
C -8.79 -4.68 12.94 -0.06
H 8.67 -10.26 2.57 0.11
H 10.85 -12.23 -6.40 0.09
H -0.05 11.81 11.27 0.12
H -0.03 9.91 9.60 0.12
H -5.40 -6.90 -10.37 0.13
C 9.41 2.93 -7.17 -0.13
H -4.60 3.46 11.94 0.07
H 13.35 -0.28 -5.86 0.09
H -3.09 -4.53 -5.45 0.11
O -9.15 1.10 -2.13 -0.24
H 8.01 -8.97 -5.61 0.11
H 5.55 -8.65 6.13 0.12
H 12.19 -1.17 -7.94 0.06
H -10.91 -2.88 11.29 0.07
H -4.76 1.57 13.50 0.07
H 1.77 13.04 11.97 0.11
H 10.67 -1.68 -7.73 0.06
H 12.55 1.32 -5.93 0.08
H 5.47 10.78 -2.88 0.09
O -7.10 5.60 13.62 -0.21
H -1.19 0.70 0.63 0.13
H 3.29 7.78 -2.11 0.12
H -8.48 5.98 12.10 0.09
H -0.55 1.64 4.09 0.12
H -10.72 -1.14 -9.22 0.08
H -8.55 -0.74 -2.36 0.12
H 13.22 0.62 -7.37 0.08
H 7.39 -7.73 3.07 0.10
H -9.58 -6.09 10.62 0.12
O 9.28 -9.37 0.08 -0.17
H -0.21 1.75 1.75 0.12
H 1.71 0.21 0.80 0.12
C 10.43 0.80 -7.32 -0.26
H -9.20 5.57 13.72 0.09
C -1.55 1.23 4.01 -0.21
H -11.26 0.50 -9.59 0.08
H -0.24 3.72 -7.74 0.07
H -5.49 -7.62 -7.94 0.13
N -8.32 0.10 -4.94 -0.10
C 5.98 -6.28 -3.38 -0.22
N -10.38 -3.22 12.08 0.00
H 0.41 13.63 12.39 0.10
O -7.19 -7.59 -9.81 -0.18
H 6.85 -8.26 -6.69 0.12
H 9.56 -7.18 -6.34 0.10
H 10.63 -11.00 -0.56 0.08
H -0.31 5.23 -11.43 0.12
H -8.44 -6.67 -11.24 0.09
H -1.54 9.97 6.32 0.09
H 5.22 -5.74 -3.94 0.08
H -4.80 -6.05 -5.96 0.13
H -2.45 -0.48 2.96 0.10
C 9.57 -8.66 -7.76 -0.17
H -5.83 1.58 14.90 0.07
C -8.91 2.16 -1.33 -0.14
H -7.73 0.05 -5.76 0.10
N 0.51 12.79 9.56 -0.08
H 3.14 15.18 13.91 0.08
H 5.29 9.01 -3.00 0.08
O 5.99 -7.03 4.86 -0.19
H 8.88 3.57 -6.46 0.10
H 0.72 9.55 -2.54 0.13
H 0.50 -0.19 2.63 0.11
O 1.21 4.14 -12.30 -0.19
H -0.24 9.18 7.22 0.08
H 7.27 -9.84 1.54 0.12
C 2.10 15.28 13.61 -0.11
C -10.41 -0.29 -6.50 -0.19
H -7.55 3.95 14.98 0.12
C 6.37 -8.30 5.51 -0.18
H -0.20 14.58 10.47 0.11
C -10.20 -5.20 10.72 -0.25
H 9.02 -8.69 -8.69 0.12
H -5.07 4.95 12.49 0.06
H 10.78 -0.20 -5.60 0.15
C -1.46 -0.11 3.22 -0.25
O -2.22 1.22 5.29 -0.19
H 1.21 3.12 -9.76 0.12
H -9.90 2.60 -1.41 0.10
H 8.36 -7.83 0.80 0.12
H 2.97 0.99 -1.29 0.09
H -3.75 0.39 6.19 0.09
H -11.00 -6.38 8.68 0.08
H -2.16 1.86 3.36 0.11
C 5.64 -6.07 5.77 -0.17
H -7.26 0.38 -1.58 0.12
O 9.94 1.83 -6.56 -0.16
H -8.11 -5.45 12.59 0.07
H -9.51 -5.00 13.69 0.07
H -1.05 -3.21 -6.64 0.08
C 10.46 -10.18 0.15 -0.11
C 0.74 14.07 10.28 -0.18
H -6.99 -7.60 -11.73 0.08
H -12.24 -0.55 -8.53 0.08
H -6.06 4.74 15.17 0.11
C 12.70 0.37 -6.44 -0.08
O 6.51 -7.27 -4.07 -0.17
H -9.60 1.63 -5.71 0.10
H -8.69 -3.64 11.05 0.14
H 7.18 -8.10 6.21 0.12
H -12.26 -5.16 8.66 0.08
H 9.23 -13.05 -6.84 0.09
H 5.47 -6.66 -2.50 0.09
C -9.44 -4.19 11.63 -0.42
H 10.71 -9.86 -6.19 0.12
H -11.08 -5.07 7.50 0.08
C -6.76 4.43 14.40 -0.16
H 6.98 -10.21 4.79 0.12
H -6.41 3.02 12.68 0.11
H -4.25 1.47 4.86 0.09
N -0.44 -0.22 2.26 -0.08
C -11.23 -0.27 -8.82 -0.08
C -5.82 3.41 13.51 -0.40
H -0.92 -4.44 -7.93 0.08
C -7.56 0.58 -3.77 -0.18
H -3.63 -0.22 4.54 0.07
H 5.07 -5.28 5.28 0.09
O -10.44 -4.57 9.53 -0.17
H 10.94 1.23 -8.18 0.13
H -1.71 10.28 9.95 0.12
H 2.34 4.98 -10.01 0.07
C 1.67 2.81 -12.57 -0.12
H -1.81 9.05 7.91 0.08
H -6.62 0.09 -4.02 0.11
H -1.30 12.50 10.17 0.11
C 6.68 -9.24 4.38 -0.20
C -1.45 -3.54 -7.60 -0.08
H 6.49 -5.55 6.23 0.08
H 0.07 13.18 8.74 0.11
C -0.81 10.66 9.46 -0.21
O 1.10 1.77 -0.45 -0.16
H 11.03 -10.24 -7.86 0.11
H 0.74 7.40 -3.18 0.05
H 0.32 9.37 -0.07 0.07
```



a (8.394 eV below the next structure)